(A)
{
  "formula": "C18H39F2NO13",
  "method": "wB97M-V/def2-TZVPD",
  "gap_ev": 7.004,
  "e_homo_ev": -6.5000,
  "mol_weight_g_mol": 515.5,
  "e_lumo_ev": 0.5,
  "symbols": ["N", "H", "H", "H", "H", "O", "H", "C", "C", "O", "C", "O", "O", "F", "H", "H", "H", "C", "C", "O", "C", "O", "O", "F", "H", "H", "H", "C", "O", "C", "C", "O", "C", "C", "O", "C", "H", "H", "H", "H", "H", "H", "H", "H", "H", "H", "H", "H", "H", "H", "C", "O", "C", "C", "O", "C", "C", "O", "C", "H", "H", "H", "H", "H", "H", "H", "H", "H", "H", "H", "H", "H", "H"],
  "xyz": [[-0.25, 0.24, -0.56], [-1.09, 0.79, -0.80], [-0.06, -0.42, -1.35], [-0.22, -0.41, 0.39], [0.67, 0.83, -0.60], [0.16, 2.93, -1.69], [0.37, 3.80, -2.05], [2.59, 4.62, -0.09], [2.72, 3.34, 0.88], [2.51, 3.91, 2.13], [1.89, 5.07, 1.96], [1.48, 5.80, 2.84], [1.85, 5.40, 0.72], [3.85, 2.57, 0.82], [2.18, 4.44, -1.17], [3.46, 4.98, -0.35], [2.03, 2.56, 0.74], [-2.05, 2.67, 3.32], [-1.02, 3.19, 4.40], [0.11, 2.40, 4.06], [-0.11, 1.78, 2.95], [0.77, 1.21, 2.32], [-1.27, 1.89, 2.47], [-1.49, 3.10, 5.72], [-2.61, 3.54, 2.85], [-2.38, 1.98, 3.79], [-0.95, 4.27, 4.40], [2.78, -1.47, 0.56], [2.62, -0.77, -0.58], [3.22, -1.23, -1.69], [2.60, -0.41, -2.90], [1.51, -0.78, -3.17], [0.68, -0.03, -4.15], [-0.54, -1.00, -4.35], [-1.46, -0.83, -3.31], [-2.55, -1.56, -3.37], [2.07, -0.96, 1.42], [3.86, -1.49, 0.85], [2.43, -2.43, 0.31], [2.95, -2.20, -1.90], [4.30, -1.04, -1.80], [3.23, -0.47, -3.81], [2.78, 0.77, -2.44], [1.10, 0.18, -5.06], [0.49, 0.77, -3.67], [-0.24, -2.02, -4.58], [-0.93, -0.59, -5.38], [-3.01, -1.63, -4.31], [-3.06, -1.23, -2.65], [-2.33, -2.64, -2.93], [-3.90, 0.35, 0.41], [-2.82, -0.37, 0.99], [-3.10, -1.04, 2.22], [-1.79, -1.77, 2.59], [-1.36, -2.46, 1.64], [-0.36, -3.46, 1.94], [-0.28, -4.18, 0.63], [-0.04, -3.24, -0.40], [0.27, -3.90, -1.67], [-3.69, 0.44, -0.70], [-4.13, 1.22, 0.88], [-4.91, -0.23, 0.61], [-3.75, -1.88, 1.84], [-3.41, -0.51, 3.04], [-1.99, -2.45, 3.57], [-0.95, -1.16, 2.98], [-0.72, -4.16, 2.65], [0.57, -3.01, 2.34], [-1.01, -4.81, 0.51], [0.62, -4.73, 0.70], [-0.56, -4.56, -1.95], [1.13, -4.44, -1.60], [0.54, -3.10, -2.41]],
  "lowdin_charge": [0.26, 0.11, 0.10, 0.18, 0.12, -0.54, -0.17, -0.05, -0.26, 0.16, -0.59, 0.13, 0.12, 0.06, 0.16, 0.07, 0.12, 0.00, -0.19, 0.20, -0.66, 0.12, 0.12, 0.04, 0.19, 0.03, 0.16, -0.12, -0.21, -0.21, -0.39, -0.11, -0.02, -0.16, -0.16, -0.14, 0.15, 0.10, 0.05, 0.09, 0.14, 0.13, 0.19, 0.11, 0.04, 0.12, 0.16, 0.09, 0.01, 0.14, -0.08, -0.23, -0.14, -0.35, -0.12, -0.10, -0.20, -0.18, -0.05, 0.11, 0.03, 0.12, 0.15, 0.09, 0.17, 0.13, 0.12, 0.14, 0.08, 0.12, 0.10, 0.05, 0.09]
}

***

(B)
{
  "formula": "C18H39F2NO13",
  "method": "wB97M-V/def2-TZVPD",
  "gap_ev": 7.220,
  "e_homo_ev": -7.5589,
  "mol_weight_g_mol": 515.5,
  "e_lumo_ev": -0.3,
  "symbols": ["N", "H", "H", "H", "H", "O", "H", "C", "C", "O", "C", "O", "O", "F", "H", "H", "H", "C", "C", "O", "C", "O", "O", "F", "H", "H", "H", "C", "O", "C", "C", "O", "C", "C", "O", "C", "H", "H", "H", "H", "H", "H", "H", "H", "H", "H", "H", "H", "H", "H", "C", "O", "C", "C", "O", "C", "C", "O", "C", "H", "H", "H", "H", "H", "H", "H", "H", "H", "H", "H", "H", "H", "H"],
  "xyz": [[0.08, 2.16, -1.13], [-0.41, 1.44, -1.31], [0.10, 2.34, -0.29], [-0.34, 3.04, -1.51], [1.01, 1.91, -1.48], [-0.97, 0.40, 0.88], [-1.60, -0.40, 1.12], [-2.78, -0.53, 3.51], [-2.40, 0.96, 3.60], [-1.93, 1.26, 4.80], [-1.92, 0.12, 5.54], [-1.54, -0.01, 6.62], [-2.70, -0.76, 4.90], [-3.46, 1.77, 3.30], [-2.06, -1.17, 2.88], [-3.57, -0.48, 2.86], [-1.74, 1.55, 2.73], [1.50, -1.20, 3.48], [0.79, -2.20, 2.58], [0.08, -3.05, 3.39], [0.13, -2.64, 4.65], [-0.36, -3.09, 5.60], [1.04, -1.58, 4.71], [1.50, -2.86, 1.53], [1.37, -0.11, 3.36], [2.40, -1.29, 3.47], [0.13, -1.67, 2.09], [2.60, -0.60, -0.87], [2.94, 0.72, -0.44], [2.67, 0.97, 0.86], [2.89, 2.36, 1.16], [2.43, 3.27, 0.45], [3.42, 3.80, -0.44], [3.03, 5.01, -1.25], [1.69, 4.75, -1.83], [1.26, 5.77, -2.61], [2.72, -0.53, -1.84], [1.54, -0.63, -1.08], [2.97, -1.51, -0.11], [3.40, 0.26, 1.53], [1.62, 0.68, 0.94], [3.81, 2.32, 1.56], [2.33, 2.39, 2.20], [3.70, 3.04, -1.08], [4.36, 4.13, 0.04], [3.65, 5.39, -1.93], [2.85, 5.85, -0.59], [0.49, 5.63, -3.25], [2.10, 6.25, -3.17], [1.13, 6.70, -2.08], [-4.49, -1.19, -5.03], [-3.74, -1.82, -4.03], [-2.51, -1.02, -3.82], [-2.02, -1.17, -2.45], [-1.66, -2.31, -2.07], [-1.42, -2.52, -0.79], [-0.85, -3.91, -0.60], [0.13, -4.13, -1.59], [0.26, -5.55, -1.83], [-5.52, -1.32, -4.99], [-4.06, -1.62, -6.07], [-4.40, -0.05, -5.11], [-2.67, 0.06, -4.13], [-1.67, -1.28, -4.57], [-2.89, -0.86, -1.96], [-1.04, -0.58, -2.33], [-2.24, -2.26, -0.16], [-0.66, -1.82, -0.42], [-1.55, -4.44, -0.71], [-0.24, -4.22, 0.28], [1.09, -5.89, -2.43], [-0.55, -5.92, -2.32], [0.75, -6.10, -0.91]],
  "lowdin_charge": [0.42, 0.01, 0.00, 0.19, 0.16, -0.49, -0.08, -0.04, -0.40, 0.16, -0.57, 0.23, 0.09, 0.01, 0.13, 0.11, 0.19, -0.07, -0.24, 0.18, -0.54, 0.22, 0.08, 0.02, 0.16, 0.04, 0.07, -0.06, -0.20, -0.29, -0.39, -0.03, -0.11, -0.10, -0.18, -0.16, 0.03, 0.07, 0.17, 0.19, 0.09, 0.09, 0.18, 0.10, 0.15, 0.09, 0.13, 0.06, 0.10, 0.09, -0.16, -0.16, -0.18, -0.34, -0.06, -0.20, -0.15, -0.16, -0.08, 0.04, 0.13, 0.09, 0.12, 0.15, 0.13, 0.15, 0.13, 0.10, 0.01, 0.15, 0.07, 0.05, 0.13]
}

***

Most stable structure - (A); separation to the second - 0.1261 hartree.

***

(A)
{
  "formula": "C3H8O3S2",
  "method": "wB97M-V/def2-TZVPD",
  "gap_ev": 8.772,
  "e_homo_ev": -8.1979,
  "mol_weight_g_mol": 156.2,
  "e_lumo_ev": 0.6,
  "symbols": ["C", "C", "C", "O", "O", "O", "S", "S", "H", "H", "H", "H", "H", "H", "H", "H"],
  "xyz": [[2.91, 1.07, 0.86], [-2.94, -0.71, -0.09], [1.12, -1.22, -0.93], [-0.66, -1.56, 1.37], [3.20, 0.27, -0.26], [-1.68, -0.36, -0.60], [2.70, -1.31, -0.19], [-0.42, -0.45, 0.48], [3.35, 2.04, 0.65], [3.35, 0.66, 1.78], [1.83, 1.18, 1.01], [-2.88, -1.64, 0.48], [-3.61, -0.83, -0.93], [-3.33, 0.08, 0.57], [1.07, -0.54, -1.77], [0.74, -2.20, -1.14]],
  "lowdin_charge": [-0.18, -0.16, -0.49, -0.49, -0.57, -0.45, 0.90, 0.92, 0.09, 0.08, 0.05, 0.07, 0.09, 0.09, 0.03, 0.03]
}

***

(B)
{
  "formula": "C3H8O3S2",
  "method": "wB97M-V/def2-TZVPD",
  "smiles": "O=C(O)CCSS.O",
  "gap_ev": 9.576,
  "e_homo_ev": -9.1980,
  "mol_weight_g_mol": 156.2,
  "e_lumo_ev": 0.4,
  "symbols": ["C", "C", "O", "O", "C", "S", "S", "H", "H", "H", "H", "H", "H", "H", "H", "O"],
  "xyz": [[-0.35, -0.15, -0.29], [-1.13, -0.26, -1.63], [-0.28, -0.13, -2.67], [-2.29, -0.48, -1.72], [-1.09, -0.94, 0.78], [-0.49, -0.62, 2.49], [0.02, 1.32, 2.71], [0.61, -0.64, -0.46], [-0.31, 0.90, -0.03], [-0.56, -0.61, -3.46], [-1.03, -2.02, 0.71], [-2.14, -0.69, 0.73], [1.37, 1.33, 2.58], [1.87, 0.97, -0.27], [3.15, 0.63, 0.41], [2.64, 1.40, 0.13]],
  "lowdin_charge": [-0.19, -0.52, 0.10, 0.13, -0.52, 0.41, 0.32, 0.11, 0.09, 0.13, 0.08, 0.07, -0.19, -0.01, 0.04, -0.06]
}

***

Most stable structure - (B); separation to the second - 0.1173 hartree.